## a
Molecular formula: C2H4Br2
Method: DFT, ωB97M-V/def2-TZVPD

The orbital gap comes out at 11.1 eV. As for the SMILES: BrCCBr.

CARTESIAN COORDINATES (ANGSTROEM)
Br  1.987  1.025  0.561
C  0.255  0.647  -0.277
C  -0.256  -0.645  0.262
Br  -2.040  -0.962  -0.447
H  0.442  0.596  -1.345
H  -0.377  1.491  -0.028
H  -0.350  -0.659  1.342
H  0.338  -1.491  -0.067

Atom charges from the natural (NBO) analysis, given in e for atoms 1 to 4:
1 Br -0.0242
2 C -0.4323
3 C -0.4436
4 Br -0.0158

## b
Molecular formula: C2H4Br2
Method: DFT, ωB97M-V/def2-TZVPD

The orbital gap comes out at 9.7 eV. As for the SMILES: CC(Br)Br.

CARTESIAN COORDINATES (ANGSTROEM)
C  0.179  -0.113  -0.769
C  -0.469  0.111  0.527
Br  -0.477  1.920  1.101
Br  0.859  -1.122  1.881
H  0.288  -1.224  -0.823
H  -0.247  0.557  -1.563
H  1.302  0.164  -0.895
H  -1.435  -0.294  0.541

Atom charges from the natural (NBO) analysis, given in e for atoms 1 to 4:
1 C -0.7253
2 C -0.1612
3 Br 0.0887
4 Br -0.1486

Relative energies with respect to the most stable structure, expressed in kcal/mol: a 0.0; b 26.6.

## a
Molecular formula: CH3Br2ClSi
Method: DFT, ωB97M-V/def2-TZVPD

The orbital gap (alpha / beta) comes out at 4.6 / 4.5 eV.

CARTESIAN COORDINATES (ANGSTROEM)
C  -0.685  0.939  -0.196
Si  -0.837  1.516  1.635
Cl  -1.923  0.497  2.955
Br  0.714  2.490  2.825
Br  -3.960  1.183  -0.781
H  -0.717  -0.124  -0.278
H  -1.541  1.344  -0.751
H  0.168  1.396  -0.725

Atom charges from the natural (NBO) analysis, given in e for atoms 1 to 4:
1 C -1.1240
2 Si 1.4959
3 Cl -0.2605
4 Br -0.1817

## b
Molecular formula: CH3Br2ClSi
Method: DFT, ωB97M-V/def2-TZVPD

The orbital gap (alpha / beta) comes out at 9.7 / 4.1 eV.

CARTESIAN COORDINATES (ANGSTROEM)
C  -0.319  -0.882  -0.489
Si  1.261  0.172  -1.012
Cl  -1.264  0.244  0.607
Br  -1.596  0.958  4.422
Br  0.889  1.401  -2.787
H  -0.048  -1.577  0.315
H  -1.164  -1.290  -1.057
H  2.242  0.976  0.001

Atom charges from the natural (NBO) analysis, given in e for atoms 1 to 4:
1 C -0.8028
2 Si 0.8243
3 Cl -0.1172
4 Br -0.0068

Relative energies with respect to the most stable structure, expressed in kcal/mol: a 0.0; b 58.3.

## a
Molecular formula: H4SSi
Method: DFT, ωB97M-V/def2-TZVPD

The orbital gap (alpha / beta) comes out at 8.8 / 7.4 eV.

CARTESIAN COORDINATES (ANGSTROEM)
Si  -0.677  -0.181  -0.077
S  0.149  0.487  -1.992
H  0.617  0.846  2.316
H  -2.164  -0.011  -0.200
H  0.139  -1.354  0.149
H  0.936  -0.414  -2.648

Atom charges from the natural (NBO) analysis, given in e for atoms 1 to 4:
1 Si 0.6914
2 S -0.5008
3 H -0.0873
4 H -0.1304

## b
Molecular formula: H4SSi
Method: DFT, ωB97M-V/def2-TZVPD

The orbital gap comes out at 8.4 eV.

CARTESIAN COORDINATES (ANGSTROEM)
Si  0.018  -0.572  0.126
S  -2.018  0.109  -0.083
H  0.676  1.562  -0.612
H  0.652  -0.718  1.408
H  0.276  -1.777  -0.585
H  -2.622  -0.317  -1.117

Atom charges from the natural (NBO) analysis, given in e for atoms 1 to 4:
1 Si 0.8436
2 S -0.4447
3 H -0.2303
4 H -0.1553

Relative energies with respect to the most stable structure, expressed in kcal/mol: a 25.5; b 0.0.

## a
Molecular formula: C4H8OS2
Method: DFT, ωB97M-V/def2-TZVPD

The orbital gap comes out at 9.3 eV. As for the SMILES: CSSCCC=O.

CARTESIAN COORDINATES (ANGSTROEM)
C  -1.255  -2.385  1.488
S  -1.697  -1.138  0.209
S  0.211  -1.266  -0.853
C  0.840  0.319  -0.030
C  0.038  1.503  -0.609
C  1.013  2.283  -1.436
O  1.429  1.796  -2.539
H  -0.949  -3.160  0.742
H  -0.453  -2.045  2.147
H  -2.212  -2.888  1.893
H  1.977  0.442  -0.123
H  0.622  0.328  1.086
H  -0.821  1.143  -1.254
H  -0.386  2.009  0.262
H  1.644  3.060  -0.981

Atom charges from the natural (NBO) analysis, given in e for atoms 1 to 4:
1 C -0.7560
2 S 0.0593
3 S 0.0903
4 C -0.5036

## b
Molecular formula: C4H8OS2
Method: DFT, ωB97M-V/def2-TZVPD

The orbital gap comes out at 9.7 eV. As for the SMILES: CSSCC(C)=O.

CARTESIAN COORDINATES (ANGSTROEM)
C  2.409  -0.232  -1.814
S  1.861  1.512  -1.760
S  0.198  1.143  -0.536
C  0.652  1.538  1.183
C  -0.327  1.084  2.271
C  -1.433  0.068  2.060
O  -0.150  1.428  3.417
H  3.354  -0.352  -2.353
H  2.526  -0.582  -0.791
H  1.658  -0.787  -2.333
H  1.583  1.019  1.358
H  0.826  2.595  1.273
H  -2.226  0.265  2.759
H  -1.921  0.212  1.084
H  -1.073  -0.974  2.121

Atom charges from the natural (NBO) analysis, given in e for atoms 1 to 4:
1 C -0.7339
2 S 0.1016
3 S 0.0602
4 C -0.6414

Relative energies with respect to the most stable structure, expressed in kcal/mol: a 30.9; b 0.0.

## a
Molecular formula: C5H14N4
Method: DFT, ωB97M-V/def2-TZVPD

The total charge is +2. The orbital gap comes out at 10.9 eV.

CARTESIAN COORDINATES (ANGSTROEM)
C  1.391  -0.218  -0.252
C  -1.851  -0.140  0.396
C  -0.791  1.688  -0.850
C  -3.151  -2.365  0.620
C  3.500  1.001  -0.266
N  -1.465  1.089  0.254
N  -2.470  -1.101  0.574
N  2.268  0.442  0.356
N  0.441  -0.872  0.306
H  1.521  -0.206  -1.382
H  -1.044  2.760  -1.062
H  0.262  1.454  -0.639
H  -1.001  1.143  -1.681
H  -3.750  -2.241  1.424
H  -3.803  -2.422  -0.247
H  -2.496  -3.175  0.785
H  4.370  0.414  0.087
H  3.602  2.051  -0.119
H  3.369  1.054  -1.384
H  -1.691  1.691  1.032
H  -0.256  -1.411  -0.560
H  2.351  0.627  1.335
H  0.693  -1.262  1.275

Atom charges from the natural (NBO) analysis, given in e for atoms 1 to 4:
1 C 0.3568
2 C 0.7139
3 C -0.3981
4 C -0.4200

## b
Molecular formula: C5H14N4
Method: DFT, ωB97M-V/def2-TZVPD

The total charge is +2. The orbital gap comes out at 9.2 eV.

CARTESIAN COORDINATES (ANGSTROEM)
C  -1.156  -0.726  -0.129
C  -2.094  -1.910  -0.313
C  4.771  0.347  0.247
C  -3.929  1.503  0.401
C  3.396  0.168  0.471
N  -1.970  0.299  0.325
N  0.150  -0.714  -0.154
N  -2.825  0.856  -0.317
N  2.431  0.464  -0.357
H  -3.094  -1.613  0.015
H  -1.605  -2.710  0.343
H  -1.969  -2.244  -1.280
H  5.249  -0.575  -0.124
H  4.839  1.159  -0.496
H  5.336  0.733  1.098
H  -5.054  1.524  0.149
H  -3.846  1.126  1.443
H  -3.702  2.560  0.714
H  2.803  0.473  -1.312
H  3.138  -0.250  1.428
H  0.562  -1.526  -0.493
H  -2.864  0.833  -1.292
H  1.434  0.223  -0.368

Atom charges from the natural (NBO) analysis, given in e for atoms 1 to 4:
1 C 0.4396
2 C -0.6724
3 C -0.7446
4 C -0.5435

Relative energies with respect to the most stable structure, expressed in kcal/mol: a 0.0; b 12.6.

## a
Molecular formula: C5H10N2S
Method: DFT, ωB97M-V/def2-TZVPD

The orbital gap comes out at 9.5 eV. As for the SMILES: N[C@@H]1[C@H]2NC[C@@H](S)[C@@H]12.

CARTESIAN COORDINATES (ANGSTROEM)
N  2.196  -1.540  -0.280
C  1.061  -0.655  -0.414
C  0.976  0.644  0.332
N  0.266  1.789  -0.286
C  -1.131  1.316  -0.538
C  -1.326  0.115  0.394
S  -2.632  -1.000  -0.239
C  0.027  -0.481  0.684
H  2.951  -1.253  -0.898
H  1.924  -2.518  -0.423
H  0.605  -0.550  -1.414
H  1.823  0.928  0.952
H  0.247  2.505  0.435
H  -1.838  2.169  -0.295
H  -1.281  1.086  -1.613
H  -1.640  0.511  1.401
H  -2.385  -2.029  0.624
H  0.158  -1.036  1.578

Atom charges from the natural (NBO) analysis, given in e for atoms 1 to 4:
1 N -0.8359
2 C -0.0726
3 C -0.0618
4 N -0.6020

## b
Molecular formula: C5H10N2S
Method: DFT, ωB97M-V/def2-TZVPD

The orbital gap comes out at 8.6 eV. As for the SMILES: C=CN(N)C(=S)CC.

CARTESIAN COORDINATES (ANGSTROEM)
C  -2.734  0.366  0.342
C  -2.006  -0.713  0.102
N  -0.585  -0.768  -0.070
N  -0.260  -2.092  -0.124
C  0.328  0.244  -0.242
S  0.051  1.893  -0.141
C  1.780  -0.252  -0.526
C  2.706  -0.242  0.742
H  -3.730  0.060  0.656
H  -2.441  1.448  0.311
H  -2.598  -1.630  0.131
H  0.749  -2.215  0.237
H  -0.192  -2.398  -1.090
H  1.708  -1.350  -0.837
H  2.344  0.240  -1.382
H  2.241  -0.826  1.547
H  2.960  0.862  1.060
H  3.624  -0.872  0.469

Atom charges from the natural (NBO) analysis, given in e for atoms 1 to 4:
1 C -0.4161
2 C -0.0483
3 N -0.2747
4 N -0.6165

## c
Molecular formula: C5H10N2S
Method: DFT, ωB97M-V/def2-TZVPD

The orbital gap (alpha / beta) comes out at 7.9 / 7.9 eV. As for the SMILES: C/C=[N+](/C)[S-].CC#N.

CARTESIAN COORDINATES (ANGSTROEM)
C  -0.611  -1.262  1.546
C  -0.764  -0.920  0.094
N  -1.269  0.256  -0.337
C  -1.349  0.384  -1.821
S  -1.444  1.590  0.601
H  -0.950  -0.438  2.239
H  0.459  -1.328  1.741
H  -1.053  -2.198  1.817
H  -0.937  -1.776  -0.552
H  -1.758  1.311  -1.993
H  -0.283  0.193  -2.180
H  -2.118  -0.377  -2.138
C  2.103  1.047  0.538
C  2.037  0.078  -0.488
N  1.587  -0.710  -1.179
H  1.902  2.008  -0.060
H  3.095  1.313  0.946
H  1.352  0.830  1.225

Atom charges from the natural (NBO) analysis, given in e for atoms 1 to 4:
1 C -0.7014
2 C 0.1284
3 N -0.4106
4 C -0.4210

## d
Molecular formula: C5H10N2S
Method: DFT, ωB97M-V/def2-TZVPD

The orbital gap comes out at 9.5 eV.

CARTESIAN COORDINATES (ANGSTROEM)
C  -0.227  0.865  0.265
C  -0.609  -0.245  -0.764
C  0.621  -1.161  -0.655
C  0.896  -1.170  0.867
C  1.158  0.339  0.721
H  -0.055  2.888  0.371
H  0.377  2.270  -1.073
H  -0.928  0.834  1.143
H  -0.671  0.195  -1.772
H  -1.900  -1.282  0.401
H  -2.675  -0.374  -0.700
H  0.627  -2.079  -1.230
H  1.791  -1.719  1.148
H  0.047  -1.462  1.514
H  1.658  0.874  1.490
N  -0.298  2.191  -0.313
N  -1.844  -0.980  -0.547
S  2.032  0.015  -0.866

Atom charges from the natural (NBO) analysis, given in e for atoms 1 to 4:
1 C -0.0769
2 C -0.0767
3 C -0.2848
4 C -0.4244

Relative energies with respect to the most stable structure, expressed in kcal/mol: a 14.8; b 48.3; c 42.6; d 0.0.